[1]
A 8-piece molecular cluster, C23H25Br2F7O21 overall, computed with the ωB97M-V functional and the def2-TZVPD basis.

The lowest unoccupied orbital energy is -0.219 eV. For the energy, the calculation gives -8318.53548 a.u. The frontier orbital gap comes out at 9.9 eV. Its relative energy (zero: lowest compared OMol25 entry of this formula, charge and spin) is 64.0 kcal/mol. As for the SMILES: O=C1OC[C@@H](F)O1.O=C1OC[C@@H](F)O1.O=C1OC[C@@H](F)O1.O=C1OC[C@@H](F)O1.O=C1OC[C@@H](F)O1.O=C1OC[C@@H](F)O1.O=C1OC[C@@H](F)O1.BrCCBr. The calculation puts the HOMO energy at -0.3723 Ha.

Each line ends with the Löwdin charge.
Element x y z (Å)
Br -1.3959 0.1333 0.0727  0.669
C 0.4685 0.0925 -0.7888  -0.546
C 1.3504 -1.0702 -0.1941  -0.633
Br 3.2138 -0.8337 -0.7518  0.732
H 0.7855 1.1078 -0.5506  0.019
H 0.3426 0.1440 -1.8703  0.050
H 0.9465 -2.0577 -0.4173  0.044
H 1.3967 -0.9611 0.8895  0.031
C -2.7875 -5.0506 -3.1306  -0.076
C -1.6344 -5.7429 -3.8228  -0.356
O -0.6008 -4.9288 -3.1960  0.115
C -1.0381 -3.6879 -2.9057  -0.510
O -0.3056 -2.7290 -2.6946  0.128
O -2.3827 -3.6922 -3.1053  0.077
F -1.7367 -5.6192 -5.0691  0.173
H -2.9591 -5.3600 -2.0996  0.125
H -3.7575 -5.1860 -3.6090  0.143
H -1.4873 -6.7914 -3.5640  0.174
C -1.1472 5.7445 -2.0468  -0.051
C -0.0657 6.0523 -3.0773  -0.290
O 0.1713 4.7371 -3.5750  0.117
C -0.4507 3.7703 -2.8831  -0.512
O -0.5188 2.5632 -3.1404  0.127
O -1.0677 4.3388 -1.8340  0.075
F 1.0515 6.3921 -2.4412  0.089
H -2.1525 6.0167 -2.3684  0.141
H -0.8905 6.2568 -1.1196  0.139
H -0.2354 6.5908 -4.0097  0.175
C 3.7671 5.1884 1.9950  -0.056
C 2.5599 5.4344 1.1551  -0.302
O 1.7946 4.2331 1.2400  0.165
C 2.5661 3.2678 1.5348  -0.533
O 2.2114 2.1093 1.4399  0.127
O 3.8416 3.7538 1.9064  0.064
F 2.8631 5.6585 -0.1286  0.109
H 3.8061 5.5381 3.0267  0.139
H 4.6801 5.6526 1.6223  0.144
H 1.8983 6.2021 1.5565  0.172
C -0.2535 -3.2611 2.8905  -0.019
C -1.1282 -4.2686 3.6322  -0.316
O -1.7997 -5.0071 2.6333  0.114
C -1.6546 -4.3765 1.3804  -0.394
O -2.1975 -4.7556 0.3207  0.122
O -0.9358 -3.1885 1.5671  0.015
F -2.0058 -3.5392 4.3884  0.049
H 0.7269 -3.7372 2.9006  0.137
H -0.3555 -2.3401 3.4645  0.135
H -0.6152 -4.8971 4.3603  0.167
C 6.2200 -0.5066 -2.5380  -0.117
C 5.2799 -0.5929 -3.7944  -0.284
O 5.4819 -1.9946 -3.8864  0.090
C 6.6441 -2.5015 -3.4347  -0.480
O 7.0564 -3.6584 -3.5292  0.144
O 7.2446 -1.4106 -2.8612  0.066
F 5.7446 0.1117 -4.8338  0.097
H 5.6663 -0.6417 -1.6089  0.043
H 6.6378 0.4797 -2.3364  0.136
H 4.2111 -0.4723 -3.6180  0.139
C -4.2643 -1.3914 1.6909  -0.055
C -5.4533 -0.5366 1.7981  -0.338
O -6.2655 -1.4697 2.4130  0.154
C -5.8258 -2.7333 2.3865  -0.652
O -6.4013 -3.7196 2.8161  0.137
O -4.7344 -2.7429 1.8390  0.151
F -5.8281 -0.3050 0.5464  0.096
H -3.6010 -1.3092 2.5519  0.122
H -3.7140 -1.2966 0.7548  0.088
H -5.4104 0.4110 2.3349  0.177
C -0.1941 1.6049 3.2464  -0.046
C -1.1342 2.7855 3.1534  -0.335
O -2.3472 2.2665 3.5907  0.137
C -2.3101 0.9400 3.8580  -0.538
O -3.2577 0.2352 4.2557  0.114
O -1.0656 0.6209 3.8108  0.082
F -1.1684 3.2215 1.8849  0.070
H 0.6786 1.8054 3.8680  0.143
H 0.1453 1.2601 2.2697  0.082
H -0.9176 3.6442 3.7888  0.170

[2]
C23H25Cl2N2O3SV as an isolated structure, computed with the ωB97M-V functional and the def2-TZVPD basis.

Its net charge is +2. The lowest unoccupied orbital energy (spin up / spin down) is -8.775 / -8.744 eV. For the energy, the calculation gives -3488.59042 a.u. The frontier orbital gap (spin up / spin down) comes out at 5.7 / 5.8 eV. Its relative energy (zero: lowest compared OMol25 entry of this formula, charge and spin) is 74.9 kcal/mol. The calculation puts the HOMO energy (spin up / spin down) at -0.5327 / -0.5327 Ha.

Each line ends with the natural charge from an NBO analysis.
Element x y z (Å)
V 0.0693 -0.3647 0.8059  1.423
C -2.4249 -3.5576 -0.9580  -0.223
C -1.8353 -4.7197 -0.4857  -0.077
C -0.6700 -4.6314 0.2588  -0.209
C -0.1377 -3.3918 0.5331  0.199
N -0.7216 -2.2550 0.0905  -0.480
C -1.8369 -2.3488 -0.6635  0.082
C 1.0617 -3.1331 1.3199  -0.018
C 1.8563 -4.1140 1.8782  -0.178
C 2.9914 -3.7612 2.6020  -0.122
C 3.3198 -2.4252 2.7855  -0.184
C 2.5417 -1.4287 2.2148  -0.176
C 1.3927 -1.7832 1.4962  -0.169
H -3.3276 -3.5809 -1.5526  0.258
H -2.2740 -5.6853 -0.7008  0.256
H -0.1831 -5.5238 0.6257  0.249
H -2.2500 -1.4394 -1.0587  0.232
H 1.6017 -5.1591 1.7555  0.237
H 3.6290 -4.5350 3.0102  0.251
H 4.1998 -2.1480 3.3515  0.251
H 2.8511 -0.4032 2.3487  0.240
Cl -1.5684 0.2900 2.0554  0.200
C -2.5748 1.1219 0.6634  -0.232
Cl -4.0547 0.2317 0.5083  0.142
C -1.7547 1.1030 -0.6498  0.790
O -2.2387 1.6012 -1.6014  -0.509
O -0.7743 0.1258 -0.6873  -0.693
H -2.7887 2.1282 0.9986  0.289
C 1.2062 2.0597 2.7987  -0.666
C 1.9562 1.6697 1.5675  0.127
C 3.1087 2.1518 1.0843  -0.198
C 3.4715 1.4062 -0.1249  -0.201
C 2.5322 0.4783 -0.3473  0.120
C 2.4281 -0.5994 -1.3875  -0.649
N 1.5529 0.6160 0.6813  -0.492
H 1.7976 2.7853 3.3510  0.268
H 1.0313 1.2084 3.4640  0.220
H 0.2529 2.5250 2.5543  0.247
H 3.6871 2.9452 1.5346  0.257
H 4.3548 1.5683 -0.7275  0.257
H 2.7659 -0.2265 -2.3528  0.265
H 1.4082 -0.9618 -1.5159  0.222
H 3.0567 -1.4517 -1.1247  0.250
O -0.5006 2.6019 0.2737  -1.030
S 0.2459 3.6930 -0.5135  1.227
C -0.9982 4.9292 -0.9922  -0.579
C -0.8241 5.1434 -2.4941  -0.413
C -0.6359 3.7488 -3.0819  -0.421
C 0.4584 3.1043 -2.2341  -0.582
H -0.8329 5.8251 -0.3970  0.257
H -1.9640 4.4864 -0.7413  0.242
H 0.0595 5.7572 -2.6829  0.220
H -1.6865 5.6589 -2.9135  0.253
H -0.3515 3.7768 -4.1323  0.244
H -1.5588 3.1753 -2.9900  0.238
H 1.4526 3.4494 -2.5251  0.245
H 0.4433 2.0161 -2.2097  0.245

[3]
A 3-piece molecular cluster, C23H25F16N3O3 overall, computed with the ωB97M-V functional and the def2-TZVPD basis.

The lowest unoccupied orbital energy is -0.676 eV. For the energy, the calculation gives -2879.19382 a.u. The frontier orbital gap comes out at 8.0 eV. As for the SMILES: CNCc1ccc2nccnc2c1C[C@@H](C)O.FC(F)C(F)(F)COC(F)(F)C(F)F.FC(F)C(F)(F)COC(F)(F)C(F)F. The calculation puts the HOMO energy at -0.3194 Ha.

Each line ends with the natural charge from an NBO analysis.
Element x y z (Å)
C -5.6422 -2.6827 -3.8564  -0.428
N -4.2763 -3.0768 -4.2732  -0.644
C -3.5460 -1.9706 -4.9256  -0.247
C -3.6097 -0.7175 -3.9773  -0.026
C -4.2146 0.5288 -4.5595  -0.200
C -4.3329 1.6886 -3.7144  -0.205
C -3.8825 1.7391 -2.2835  0.094
N -4.0940 2.9314 -1.6050  -0.348
C -3.6435 2.8064 -0.3338  -0.003
C -2.9819 1.6165 0.2560  -0.011
N -2.7793 0.4637 -0.4285  -0.405
C -3.2645 0.5216 -1.7328  0.186
C -3.1379 -0.7326 -2.5922  -0.001
C -2.5131 -2.0277 -1.9684  -0.485
C -1.1984 -2.5523 -2.6802  0.120
C -0.0230 -1.4987 -2.6870  -0.647
O -0.7448 -3.7377 -1.9654  -0.735
H -5.6201 -2.2658 -2.8109  0.204
H -6.1461 -1.9767 -4.5803  0.178
H -6.2809 -3.6128 -3.8159  0.207
H -4.2954 -3.9008 -4.8732  0.366
H -4.0771 -1.7080 -5.8978  0.173
H -2.4918 -2.2173 -5.2088  0.215
H -4.5743 0.5840 -5.6131  0.227
H -4.8010 2.6098 -4.1513  0.230
H -3.7811 3.6975 0.3375  0.204
H -2.6230 1.6472 1.3169  0.201
H -2.3077 -1.9542 -0.8717  0.242
H -3.2773 -2.8537 -2.0880  0.255
H -1.4037 -2.8950 -3.7286  0.160
H 0.2803 -1.2422 -1.6286  0.226
H -0.4239 -0.5621 -3.1769  0.210
H 0.8956 -1.8787 -3.2149  0.216
H -0.7724 -4.4879 -2.5844  0.471
C 0.7877 0.4701 2.4553  -0.140
C 0.7131 -0.9591 1.8782  0.597
C -0.6239 -1.6867 2.0246  0.510
F -0.9823 -1.8515 3.3133  -0.324
F -0.5451 -2.9274 1.4850  -0.317
F 1.7237 -1.6938 2.3983  -0.311
F 0.9650 -0.8448 0.5481  -0.324
O 1.3673 0.6276 3.7563  -0.517
C 0.5160 0.4165 4.8498  0.847
C 0.9313 -0.7921 5.6946  0.501
F 0.9596 -1.9232 4.9622  -0.313
F 0.0459 -0.9936 6.6996  -0.321
F -0.7599 0.3476 4.4283  -0.317
F 0.5952 1.5368 5.6048  -0.322
H 1.4661 1.0214 1.8002  0.233
H -0.1651 0.9958 2.3720  0.206
H -1.4206 -1.1466 1.5018  0.157
H 1.9238 -0.6423 6.1256  0.156
C 5.4870 0.9928 1.0610  -0.140
C 5.7805 2.2913 0.2844  0.595
C 6.9695 3.1185 0.7760  0.518
F 6.8179 3.5398 2.0455  -0.318
F 7.1078 4.2313 0.0118  -0.323
F 4.6538 3.0396 0.2376  -0.312
F 6.0431 1.9281 -1.0046  -0.325
O 4.4637 1.0443 2.0554  -0.512
C 4.8118 1.5048 3.3313  0.849
C 4.1079 2.8182 3.6990  0.498
F 4.3861 3.7963 2.8109  -0.318
F 4.5182 3.2634 4.9104  -0.321
F 6.1525 1.5767 3.4320  -0.318
F 4.4279 0.5304 4.1906  -0.319
H 5.0994 0.2866 0.3239  0.233
H 6.3969 0.5243 1.4410  0.211
H 7.8994 2.5466 0.7035  0.142
H 3.0242 2.6850 3.7267  0.161

[4]
An isolated ion of composition C23H25F3N and charge +1, computed with the ωB97M-V functional and the def2-TZVPD basis.

Its net charge is +1. The lowest unoccupied orbital energy is -4.192 eV. For the energy, the calculation gives -1245.45478 a.u. The frontier orbital gap comes out at 7.8 eV. Its relative energy (zero: lowest compared OMol25 entry of this formula, charge and spin) is 42.3 kcal/mol. As for the SMILES: Fc1cccc([C@H](c2cc(F)cc(F)c2)[C@H]2CCCCC2=[N+]2CCCC2)c1. The calculation puts the HOMO energy at -0.4404 Ha.

Each line ends with the natural charge from an NBO analysis.
Element x y z (Å)
C 1.9351 2.3576 1.5287  -0.403
C 0.7839 2.7089 2.4444  -0.406
C -0.2176 1.5875 2.6763  -0.491
C -0.4414 0.5552 1.5972  0.558
N -1.2418 -0.4293 2.0486  -0.302
C -1.9129 -0.2542 3.3340  -0.241
C -3.0014 -1.3225 3.3742  -0.411
C -2.9995 -2.0420 2.0164  -0.422
C -1.8952 -1.3884 1.1719  -0.228
C 0.4888 0.3405 0.3361  -0.302
C 1.4221 1.6477 0.2451  -0.397
H 2.4342 3.2794 1.1822  0.238
H 2.7119 1.7439 2.0162  0.210
H 1.1690 3.0202 3.4164  0.235
H 0.2454 3.5337 1.9969  0.214
H 0.1466 0.9990 3.5416  0.255
H -1.1833 2.0729 2.9605  0.260
H -1.2540 -0.3293 4.2002  0.236
H -2.3806 0.7279 3.3773  0.221
H -2.8229 -2.0234 4.2046  0.235
H -3.9757 -0.8482 3.5743  0.235
H -2.7936 -3.1101 2.1184  0.234
H -3.9592 -1.9496 1.4979  0.237
H -2.3526 -0.8472 0.3150  0.216
H -1.2138 -2.1519 0.7586  0.232
H 1.1668 -0.4716 0.6877  0.293
H 1.0558 2.4836 -0.3726  0.231
H 2.2836 1.2286 -0.2842  0.218
F 1.8739 3.0866 -3.9559  -0.318
C 0.7765 2.4874 -3.3780  0.431
C -0.4966 2.7476 -3.8924  -0.344
C -1.5694 2.0988 -3.2780  0.438
F -2.8226 2.2694 -3.8141  -0.315
C -1.3828 1.1665 -2.2494  -0.306
C -0.0805 0.7705 -1.9411  0.030
C 0.1264 -0.2964 -0.8742  -0.278
C 1.0217 -1.5885 -1.4649  -0.003
C 0.9252 -2.8410 -0.8247  -0.248
C 1.7839 -3.9135 -1.1396  -0.178
C 2.6551 -3.8155 -2.2226  -0.255
C 2.7763 -2.5728 -2.8247  0.401
F 3.7465 -2.4425 -3.7925  -0.319
C 1.9507 -1.4743 -2.5177  -0.248
C 1.0139 1.5031 -2.4160  -0.323
H -0.6529 3.4354 -4.7121  0.264
H -2.2331 0.7272 -1.7110  0.221
H -0.8351 -0.7967 -0.7232  0.244
H 0.1852 -2.9759 -0.0303  0.189
H 1.6774 -4.8315 -0.5594  0.230
H 3.2271 -4.6734 -2.5416  0.248
H 2.1035 -0.5435 -3.0685  0.239
H 2.0318 1.3545 -2.0322  0.243

Number 1: largest force on an atom 6.91 eV Å⁻¹. Number 2: largest force on an atom 2.76 eV Å⁻¹. Number 3: largest force on an atom 3.79 eV Å⁻¹. Number 4: largest force on an atom 6.64 eV Å⁻¹.